[1]
Here is a molecular structure, C40H43AsNOP2SSe2Te2Tl from the OMol25 dataset. Energies are from the ωB97M-V functional and the def2-TZVPD basis.

XYZ file:
```
94
Properties=species:S:1:pos:R:3:lowdin_charge:R:1
Tl 0.90605 0.30179 0.00142 0.2963
C -2.97773 1.61821 -1.13709 -0.3151
P -1.25772 2.26849 -1.25502 0.9535
C -1.55719 4.01690 -0.75461 -0.3633
C -2.49158 4.84517 -1.37538 -0.0927
C -2.71507 6.13267 -0.91402 -0.1042
C -1.99557 6.61579 0.17439 -0.1105
C -1.04935 5.80826 0.78740 -0.0890
C -0.83202 4.51630 0.32289 -0.1242
C -1.06240 2.49016 -3.05966 -0.3495
C -0.10509 3.40160 -3.51370 -0.1058
C 0.11019 3.58023 -4.87122 -0.1081
C -0.61352 2.83683 -5.79668 -0.1199
C -1.54743 1.91217 -5.35263 -0.1063
C -1.77176 1.73538 -3.99243 -0.0799
C -2.98091 0.13414 -1.37882 -0.4776
C -4.07064 -0.71589 -1.54270 -0.1176
C -3.51698 -1.99969 -1.76531 -0.1101
C -2.13664 -1.83696 -1.71351 -0.4358
C -1.09547 -2.88018 -1.99491 -0.2908
P -0.41168 -2.70891 -3.72181 1.0827
C 0.99748 -1.56116 -3.50896 -0.3932
C 1.96977 -1.69382 -2.51379 -0.1610
C 2.99094 -0.76349 -2.37968 -0.1329
C 3.04343 0.32891 -3.23947 -0.1113
C 2.08849 0.47364 -4.23287 -0.0814
C 1.07256 -0.46654 -4.36607 -0.1083
C 0.43914 -4.33597 -3.88956 -0.3728
C -0.38030 -5.46888 -3.95437 -0.1299
C 0.15164 -6.73589 -4.13183 -0.1184
C 1.52534 -6.90192 -4.26244 -0.1275
C 2.34964 -5.78738 -4.22482 -0.1008
C 1.81199 -4.51712 -4.04589 -0.0928
N -1.80367 -0.53906 -1.48030 0.0352
H -3.64007 2.14671 -1.83192 0.0789
H -3.31896 1.87798 -0.12636 0.0437
H -3.04186 4.47661 -2.23439 0.1031
H -3.44704 6.76416 -1.40466 0.0901
H -2.16769 7.62311 0.53558 0.0890
H -0.47061 6.18164 1.62364 0.1006
H -0.07408 3.88902 0.78033 0.0438
H 0.47800 3.96570 -2.79283 0.0780
H 0.85435 4.29327 -5.20710 0.0959
H -0.44170 2.97058 -6.85871 0.0884
H -2.10063 1.31360 -6.06728 0.0971
H -2.47623 0.98519 -3.65241 0.0982
H -5.11738 -0.44376 -1.50112 0.0722
H -4.04908 -2.92620 -1.93944 0.0703
H -1.54511 -3.87312 -1.94172 0.0669
H -0.27718 -2.85533 -1.27581 0.0540
H 1.92121 -2.52913 -1.82551 0.0823
H 3.70691 -0.86207 -1.56969 0.0697
H 3.80495 1.08384 -3.09307 0.0888
H 2.10413 1.34017 -4.88230 0.0936
H 0.30493 -0.33385 -5.11923 0.0802
H -1.45488 -5.34973 -3.86319 0.0976
H -0.50619 -7.59700 -4.16617 0.0931
H 1.94738 -7.89052 -4.39952 0.0894
H 3.42202 -5.90266 -4.33155 0.0960
H 2.47245 -3.66076 -4.01512 0.0942
Se 3.93274 -1.33563 1.55741 -0.4060
Te 4.83731 0.89986 2.19139 -0.0588
Te 2.81476 2.67538 1.82897 -0.0857
Se 2.55351 2.90812 -0.65346 -0.3886
C -2.70035 2.77563 2.71959 -0.3356
As -1.72740 1.13348 2.23760 1.0291
C -3.23311 -0.11039 2.28633 -0.3009
C -1.01832 0.78343 4.03519 -0.3197
H -3.33816 2.59498 3.58777 0.0123
H -3.31302 3.10647 1.87993 0.0078
H -1.98833 3.56891 2.94696 0.0100
H -3.91612 0.14137 3.10123 0.0206
H -2.85157 -1.12059 2.43870 -0.0044
H -3.75185 -0.08550 1.32693 0.0065
H -1.78728 0.92884 4.79701 0.0196
H -0.17025 1.44042 4.22685 0.0138
H -0.66825 -0.24730 4.07939 -0.0134
C 1.05281 -2.98287 3.64513 -0.2408
S -0.25538 -2.64078 2.46624 0.8442
O -1.53039 -3.10829 3.09346 -0.5410
C 0.23731 -3.89325 1.27852 -0.3849
C -0.67383 -4.89910 0.99592 -0.0768
C -0.35056 -5.85406 0.04033 -0.0859
C 0.86791 -5.79687 -0.62345 -0.0882
C 1.76901 -4.78208 -0.32876 -0.0801
C 1.45533 -3.81866 0.61881 -0.1136
H 1.00608 -4.03660 3.91784 0.0616
H 0.84526 -2.35407 4.51005 0.0463
H 2.00801 -2.68362 3.20742 -0.0218
H -1.62307 -4.90536 1.51630 0.1022
H -1.06188 -6.63487 -0.20164 0.0994
H 1.10935 -6.52421 -1.38839 0.0890
H 2.71384 -4.72128 -0.85425 0.1100
H 2.15160 -3.01023 0.81871 -0.0184
```

Summary:
multiplicity: 1
DFT total energy: -10508.22035 Eh
total charge: -2

***

[2]
Here is a molecular structure, C40H43AuN8P2STe from the OMol25 dataset. Energies are from the ωB97M-V functional and the def2-TZVPD basis.

XYZ file:
```
96
Properties=species:S:1:pos:R:3:lowdin_charge:R:1
Au -0.16815 1.23938 -1.08985 0.6566
Te 1.77028 -1.79375 2.61363 1.2670
C 1.23198 -1.34389 4.63231 -0.5597
C 1.88150 -0.38135 5.39493 -0.1490
C 1.45303 -0.14633 6.69520 -0.1537
N 0.44946 -0.80259 7.27363 0.0567
C -0.15574 -1.73909 6.54405 -0.1514
C 0.19588 -2.04462 5.23748 -0.1402
C 0.61627 -0.50243 1.48020 -1.0530
P -1.11029 -0.63947 1.11534 0.8453
C -2.09130 0.32646 2.34016 -0.3744
C -1.67940 0.54973 3.65158 -0.0895
C -2.46546 1.27559 4.53407 -0.0692
C -3.68064 1.79989 4.11270 -0.0906
C -4.09879 1.60050 2.80609 -0.0910
C -3.30480 0.87284 1.92836 -0.1129
C -1.59328 -2.35678 1.53928 -0.3857
C -2.60071 -2.67566 2.44742 -0.0911
C -2.96921 -3.99944 2.66150 -0.0900
C -2.33896 -5.02308 1.97067 -0.0954
C -1.33645 -4.71682 1.05894 -0.0873
C -0.97332 -3.39743 0.84604 -0.1464
P 1.22017 0.93628 0.71078 0.6783
C 2.98937 0.82803 0.28435 -0.3591
C 3.97660 0.79181 1.26804 -0.1140
C 5.31418 0.70063 0.91582 -0.0758
C 5.68260 0.66013 -0.42270 -0.0858
C 4.71064 0.72531 -1.40923 -0.0849
C 3.37154 0.81306 -1.05320 -0.1248
C 1.23706 2.39962 1.80280 -0.3525
C 1.27711 3.68022 1.25622 -0.1032
C 1.32397 4.79171 2.08404 -0.0856
C 1.32571 4.63193 3.46445 -0.0883
C 1.28125 3.35950 4.01413 -0.0726
C 1.23775 2.24800 3.18400 -0.1002
H 2.70706 0.19142 4.99020 0.0903
H 1.94244 0.60962 7.30059 0.1021
H -0.96763 -2.27173 7.02787 0.1035
H -0.35108 -2.80286 4.69029 0.0879
H -0.73415 0.14775 3.98348 0.0700
H -2.12881 1.42938 5.55214 0.1054
H -4.29414 2.37054 4.79840 0.0999
H -5.03873 2.01778 2.46652 0.0986
H -3.63305 0.73858 0.90267 0.0779
H -3.09708 -1.89021 3.00445 0.0982
H -3.74939 -4.22740 3.37727 0.1007
H -2.62386 -6.05331 2.14121 0.0991
H -0.83044 -5.50784 0.51983 0.1023
H -0.17644 -3.16756 0.14754 0.0709
H 3.69886 0.83643 2.31320 0.0794
H 6.07203 0.66502 1.68772 0.1047
H 6.72822 0.59155 -0.69434 0.1019
H 4.99323 0.71913 -2.45472 0.1012
H 2.60572 0.89621 -1.81573 0.0463
H 1.25700 3.80317 0.17870 0.0873
H 1.35106 5.78445 1.65318 0.1005
H 1.35309 5.50130 4.10891 0.1003
H 1.27154 3.23036 5.08943 0.1027
H 1.19099 1.25040 3.60361 0.0537
C 1.24153 -1.94572 -2.45543 -0.1725
N 0.40226 -0.92796 -3.10329 -0.1119
C -0.74028 -1.61293 -3.71597 -0.1939
N -0.32950 -2.61998 -4.69615 -0.0844
C 0.52990 -3.59045 -4.00931 -0.1735
N 1.70514 -2.96121 -3.40378 -0.0814
C 2.45561 -2.28229 -4.46251 -0.1712
N 1.64847 -1.27767 -5.16491 -0.0852
C 1.18206 -0.30261 -4.17701 -0.1872
C 0.47373 -1.95192 -5.72389 -0.1773
H 0.65921 -2.42617 -1.66702 0.1035
H 2.10467 -1.46257 -1.99602 0.1118
H -1.36994 -0.87274 -4.21734 0.1094
H -1.32451 -2.09702 -2.93143 0.1185
H 0.85923 -4.34228 -4.72944 0.1237
H -0.05043 -4.08462 -3.22719 0.1245
H 2.80206 -3.02421 -5.18480 0.1238
H 3.32530 -1.79173 -4.02001 0.1239
H 0.56121 0.44780 -4.67319 0.1185
H 2.04802 0.20128 -3.74280 0.1058
H 0.80390 -2.69427 -6.45330 0.1233
H -0.14839 -1.21308 -6.23442 0.1230
C -1.79535 4.39522 -5.55025 -0.1048
C -2.86950 3.31814 -5.47359 -0.2490
C -2.68698 2.41144 -4.29872 -0.6050
N -1.64483 2.38398 -3.55297 0.0278
N -1.72559 1.45267 -2.55093 -0.1740
C -2.84308 0.76622 -2.54579 -0.7312
N -3.09903 -0.23456 -1.69094 0.1051
S -3.90688 1.24945 -3.82236 1.1003
H -1.96628 5.02496 -6.42230 0.0741
H -0.80370 3.95333 -5.62719 0.0730
H -1.80808 5.02115 -4.65911 0.0782
H -2.86355 2.70946 -6.38238 0.1141
H -3.86339 3.76873 -5.41762 0.1094
H -2.45116 -0.34172 -0.89682 -0.0048
H -4.03816 -0.57621 -1.58548 0.1044
```

Summary:
multiplicity: 1
DFT total energy: -3472.68278 Eh
total charge: 0